The following is a DFT calculation (ωB97M-V/def2-TZVPD) of a cluster of 15 separate species, C6H42NO14 in total.

```
63
C6H42NO14 ωB97M-V/def2-TZVPD
C -0.173 0.779 -0.305
C -0.956 0.100 0.829
C -1.492 0.669 2.097
C -0.377 2.686 2.884
C -0.470 1.346 2.999
C 0.352 0.406 3.898
N 1.245 0.388 -0.607
H -0.124 1.853 -0.070
H -0.727 0.635 -1.226
H -1.784 -0.456 0.273
H -0.292 -0.710 1.204
H -2.312 1.401 2.111
H -1.960 -0.234 2.566
H -1.028 3.412 2.400
H 0.519 3.181 3.301
H -0.236 0.138 4.797
H 0.352 -0.615 3.553
H 1.289 0.833 4.280
H 1.340 -0.405 -1.288
H 1.739 1.144 -1.089
H 1.843 0.156 0.223
H -0.141 4.184 0.855
H -0.594 3.778 -0.547
O -0.875 4.266 0.243
H -2.714 -3.066 0.756
H -2.328 -4.022 1.939
O -2.099 -3.154 1.575
H -1.198 -1.344 -2.460
H -1.140 -2.783 -2.442
O -1.630 -2.045 -1.971
H 1.115 -3.427 1.843
H -0.277 -3.186 1.212
O 0.673 -3.135 1.051
H 3.264 3.127 -2.629
H 3.722 2.918 -1.122
O 3.033 2.663 -1.773
H 2.497 -1.730 -2.856
H 1.225 -2.008 -2.578
O 1.668 -1.271 -3.104
H -2.326 2.358 -0.768
H -3.832 2.337 -0.314
O -3.205 2.056 -0.957
H 1.980 -2.062 0.768
H 3.194 -1.138 1.130
O 2.632 -1.432 0.394
H 3.214 1.260 2.304
H 1.883 1.846 2.392
O 2.368 1.223 1.846
H 0.408 2.584 -2.677
H -1.156 3.012 -2.683
O -0.461 2.408 -2.303
H 3.635 0.012 -3.739
H 3.744 0.512 -2.360
O 4.167 0.645 -3.218
H -3.076 -3.825 -1.278
H -3.346 -2.472 -0.593
O -3.631 -3.386 -0.611
H -3.252 0.077 -1.609
H -4.393 -1.035 -1.621
O -3.577 -0.713 -1.163
H 1.651 -4.198 -1.623
H 1.199 -3.192 -0.579
O 1.233 -3.352 -1.556
```

energy relative to the best compared isomer or geometry (same formula, charge and spin) = 4.782 eV
total charge = +1
gap between HOMO and LUMO = 9.4 eV
E_LUMO = -2.657 eV
E_HOMO = -12.09 eV

The following is a DFT calculation (ωB97M-V/def2-TZVPD) of a cluster of 6 separate species, C24H36O18 in total.

```
78
C24H36O18 ωB97M-V/def2-TZVPD
C -0.651 -5.770 -1.657
C -1.376 -6.308 -0.365
C -1.025 -5.608 0.888
O -2.092 -4.694 1.118
C -3.187 -5.094 0.422
O -4.286 -4.592 0.566
O -2.792 -5.983 -0.435
H -0.500 -4.691 -1.611
H -1.251 -5.958 -2.547
H 0.350 -6.183 -1.779
H -1.203 -7.377 -0.256
H -0.093 -5.082 0.682
H -0.869 -6.377 1.645
C -0.185 1.348 -0.046
C 0.179 0.004 0.636
C -1.025 -1.065 0.810
O -0.349 -2.273 0.513
C 0.777 -2.059 -0.110
O 1.540 -2.889 -0.573
O 1.072 -0.787 -0.057
H 0.785 1.805 -0.251
H -0.578 2.061 0.681
H -0.758 1.478 -0.963
H 0.573 0.240 1.625
H -1.825 -0.836 0.106
H -1.462 -1.135 1.805
C 1.902 5.418 -0.877
C 0.403 5.346 -0.618
C -0.364 6.599 -1.187
O -1.348 6.090 -2.045
C -1.127 4.770 -2.369
O -1.763 4.134 -3.147
O -0.121 4.290 -1.532
H 2.126 5.618 -1.923
H 2.281 4.434 -0.600
H 2.290 6.201 -0.225
H 0.020 4.859 0.278
H 0.255 7.246 -1.811
H -0.739 7.270 -0.414
C -2.813 0.570 -2.578
C -3.760 1.605 -3.167
C -4.002 1.463 -4.661
O -5.360 1.169 -4.858
C -5.968 1.144 -3.678
O -7.152 1.140 -3.498
O -5.030 1.232 -2.653
H -1.812 0.791 -2.954
H -3.008 -0.460 -2.876
H -2.809 0.680 -1.494
H -3.634 2.628 -2.817
H -3.323 0.708 -5.058
H -3.654 2.393 -5.113
C 4.852 -4.385 -0.381
C 5.513 -3.280 -1.211
C 6.885 -2.988 -0.655
O 7.748 -3.200 -1.772
C 7.126 -3.700 -2.796
O 7.627 -4.031 -3.882
O 5.806 -3.841 -2.492
H 3.779 -4.211 -0.475
H 4.998 -4.306 0.698
H 5.217 -5.389 -0.589
H 4.904 -2.384 -1.325
H 7.110 -3.689 0.147
H 6.941 -1.917 -0.465
C -1.131 2.253 4.384
C -0.566 3.284 5.421
C -1.430 3.629 6.608
O -0.752 3.073 7.709
C 0.447 2.532 7.383
O 1.265 2.089 8.183
O 0.542 2.600 6.048
H -0.357 1.979 3.669
H -1.879 2.817 3.825
H -1.579 1.438 4.950
H -0.257 4.207 4.930
H -2.409 3.220 6.350
H -1.664 4.682 6.762
```

energy relative to the best compared isomer or geometry (same formula, charge and spin) = 3.593 eV
gap between HOMO and LUMO = 10.2 eV
E_LUMO = -0.381 eV
E_HOMO = -10.62 eV
structure (SMILES) = C[C@H]1COC(=O)O1.C[C@H]1COC(=O)O1.C[C@H]1COC(=O)O1.C[C@H]1COC(=O)O1.C[C@H]1COC(=O)O1.C[C@H]1COC(=O)O1

The following is a DFT calculation (ωB97M-V/def2-TZVPD) of the ion C4H9N2S with charge +1.

```
16
C4H9N2S ωB97M-V/def2-TZVPD
C -0.738 -0.590 -1.041
C -1.211 -0.131 0.275
C 0.979 0.233 1.735
C -1.563 -0.483 -2.265
N 0.417 -0.984 -1.295
N 2.209 0.908 2.094
S -0.163 1.135 0.907
H -2.160 0.233 0.369
H -1.011 -1.036 1.073
H 1.108 -0.997 -0.560
H -0.973 -1.018 -3.029
H -1.732 0.506 -2.651
H -2.677 -0.910 -2.144
H 2.907 0.533 1.338
H 2.517 0.699 3.143
H 2.090 1.900 2.051
```

energy relative to the best compared isomer or geometry (same formula, charge and spin) = 5.348 eV
total charge = +1
gap between HOMO and LUMO = 8.1 eV
E_LUMO = -5.337 eV
E_HOMO = -13.44 eV

The following is a DFT calculation (ωB97M-V/def2-TZVPD) of a structure of composition C15H33Cl2N2O2PTc.

```
56
C15H33Cl2N2O2PTc ωB97M-V/def2-TZVPD
Tc -2.273 0.799 0.594
N -3.165 2.544 -0.333
C -3.450 2.283 -1.777
C -2.989 0.888 -2.191
O -2.931 0.539 -3.323
O -2.685 0.095 -1.140
H -4.003 2.900 0.122
H -2.475 3.288 -0.247
H -2.966 3.020 -2.414
H -4.521 2.344 -1.965
Cl -2.514 1.370 3.140
C -4.196 0.763 3.237
Cl -4.700 0.244 1.608
H -4.836 1.571 3.571
H -4.208 -0.094 3.901
C 2.497 1.874 0.554
C 2.164 0.482 1.113
C 3.430 -0.388 1.126
C 1.691 0.700 2.562
P 0.805 -0.281 0.067
N -0.546 0.588 0.607
C 1.007 0.022 -1.775
C 0.608 1.470 -2.110
C 2.454 -0.239 -2.223
C 0.088 -0.902 -2.592
C 0.449 -2.066 0.501
C -0.947 -2.476 0.019
C 1.514 -2.982 -0.127
C 0.473 -2.262 2.023
H 3.200 2.341 1.244
H 1.616 2.515 0.500
H 2.980 1.841 -0.418
H 4.196 0.158 1.679
H 3.826 -0.587 0.133
H 3.278 -1.335 1.641
H 2.457 1.297 3.059
H 1.584 -0.217 3.128
H 0.760 1.264 2.607
H 1.331 2.207 -1.776
H -0.369 1.732 -1.699
H 0.536 1.547 -3.195
H 3.172 0.452 -1.791
H 2.485 -0.105 -3.305
H 2.776 -1.259 -2.015
H -0.963 -0.805 -2.335
H 0.376 -1.947 -2.528
H 0.195 -0.611 -3.638
H -1.116 -2.360 -1.046
H -1.735 -1.938 0.559
H -1.075 -3.531 0.267
H 1.446 -3.032 -1.210
H 1.341 -3.990 0.254
H 2.529 -2.701 0.149
H -0.204 -1.579 2.540
H 1.469 -2.169 2.444
H 0.134 -3.279 2.224
```

total charge = +2
gap between HOMO and LUMO (alpha / beta) = 7.5 / 8.3 eV
E_LUMO (alpha / beta) = -7.814 / -8.178 eV
E_HOMO (alpha / beta) = -15.36 / -16.48 eV
spin multiplicity = 4

The following is a DFT calculation (ωB97M-V/def2-TZVPD) of a structure of composition CHFI2S.

```
6
CHFI2S ωB97M-V/def2-TZVPD
C -0.696 -0.228 -0.085
F -1.869 -0.810 -0.236
S 0.171 0.069 -1.560
I -1.221 1.827 0.685
I 3.833 -0.002 0.585
H -0.218 -0.857 0.611
```

energy relative to the best compared isomer or geometry (same formula, charge and spin) = 2.007 eV
gap between HOMO and LUMO (alpha / beta) = 6.9 / 6.6 eV
E_LUMO (alpha / beta) = -2.870 / -3.303 eV
E_HOMO (alpha / beta) = -9.78 / -9.85 eV

The following is a DFT calculation (ωB97M-V/def2-TZVPD) of the molecule C14H20N2O5S.

```
42
C14H20N2O5S ωB97M-V/def2-TZVPD
C -3.805 -2.954 -0.964
H -3.229 -3.569 -0.266
O -3.964 -1.639 -0.484
C -2.860 -0.887 -0.269
C -1.555 -1.301 -0.495
C -0.488 -0.448 -0.239
C -0.742 0.815 0.239
C -2.034 1.260 0.472
C -3.107 0.421 0.223
O -4.408 0.742 0.408
C -4.714 2.025 0.906
H -4.372 2.812 0.227
H -5.800 2.056 0.980
H -4.276 2.185 1.896
H -2.157 2.264 0.843
S 0.621 1.903 0.607
O 0.129 3.239 0.788
O 1.396 1.335 1.684
N 1.538 1.744 -0.783
C 0.958 2.416 -1.920
H -0.111 2.206 -1.918
H 1.103 3.501 -1.877
H 1.400 2.020 -2.833
C 2.985 1.812 -0.640
H 3.240 2.256 0.327
H 3.416 2.417 -1.439
C 3.563 0.391 -0.717
O 4.275 0.014 -1.625
N 3.161 -0.371 0.313
C 3.516 -1.742 0.466
C 2.533 -2.682 1.096
C 3.775 -2.280 1.840
H 4.562 -3.006 1.968
H 3.661 -1.601 2.670
H 2.462 -3.687 0.710
H 1.594 -2.272 1.436
H 4.125 -2.081 -0.363
H 2.575 0.057 1.026
H 0.526 -0.760 -0.423
H -1.353 -2.290 -0.872
H -3.324 -2.967 -1.947
H -4.813 -3.355 -1.051
```

energy relative to the best compared isomer or geometry (same formula, charge and spin) = 2.915 eV
gap between HOMO and LUMO = 9.3 eV
E_LUMO = 0.602 eV
E_HOMO = -8.68 eV
structure (SMILES) = COc1ccc(S(=O)(=O)N(C)CC(=O)NC2CC2)cc1OC

The following is a DFT calculation (ωB97M-V/def2-TZVPD) of a structure of composition C16H14BCl5N6Pt.

```
43
C16H14BCl5N6Pt ωB97M-V/def2-TZVPD
C -2.999 -0.863 0.198
N -2.096 -0.001 -0.319
N -2.673 0.889 -1.161
C -3.969 0.615 -1.138
C -4.195 -0.467 -0.314
B -1.845 1.962 -1.960
N -0.899 2.774 -1.044
N -0.107 2.128 -0.133
C 0.621 3.078 0.525
C 0.232 4.334 0.044
C -0.722 4.102 -0.934
Pt -0.073 0.009 -0.204
N -1.036 1.309 -3.123
N -0.063 0.388 -2.902
C 0.375 -0.003 -4.109
C -0.317 0.678 -5.119
C -1.193 1.511 -4.455
H 1.144 -0.755 -4.236
H -1.925 2.231 -4.793
H -0.201 0.583 -6.186
H -2.645 2.695 -2.425
H -1.310 4.749 -1.570
H -4.574 1.245 -1.731
H 0.577 5.308 0.345
H -5.122 -0.924 -0.103
H 1.353 2.861 1.303
H -2.682 -1.669 0.872
H 1.415 0.076 -1.123
C 1.835 -0.029 -0.009
H 2.381 0.942 0.144
H 1.211 -0.209 0.975
H 2.416 -0.996 -0.080
Cl 1.647 -2.309 -2.451
C 0.442 -2.947 -1.394
C -0.122 -2.168 -0.369
C -0.576 -2.820 0.757
Cl -0.692 -1.937 2.240
C -0.657 -4.222 0.817
Cl -1.150 -4.950 2.258
C -0.245 -4.996 -0.268
Cl -0.356 -6.683 -0.195
C 0.367 -4.365 -1.361
Cl 1.140 -5.309 -2.535
```

energy relative to the best compared isomer or geometry (same formula, charge and spin) = 0.000 eV
total charge = +4
gap between HOMO and LUMO (alpha / beta) = 8.0 / 3.4 eV
E_LUMO (alpha / beta) = -12.645 / -17.065 eV
E_HOMO (alpha / beta) = -20.63 / -20.44 eV
spin multiplicity = 5

The following is a DFT calculation (ωB97M-V/def2-TZVPD) of a structure of composition H4O2Si2.

```
8
H4O2Si2 ωB97M-V/def2-TZVPD
O -0.110 0.175 -1.283
O -0.520 -0.508 1.222
Si 0.398 -1.279 0.326
Si -0.587 1.335 -0.484
H 0.282 -2.557 -0.489
H 1.799 -1.126 0.766
H 0.604 2.114 -0.092
H -1.866 1.847 0.034
```

energy relative to the best compared isomer or geometry (same formula, charge and spin) = 3.771 eV
gap between HOMO and LUMO = 9.6 eV
E_LUMO = -0.625 eV
E_HOMO = -10.25 eV

The following is a DFT calculation (ωB97M-V/def2-TZVPD) of the molecule C4H5NO2S.

```
13
C4H5NO2S ωB97M-V/def2-TZVPD
C -0.911 0.261 -0.354
C 0.142 -1.570 0.135
C 0.263 -0.271 0.540
C 1.730 0.192 0.450
N -0.595 0.479 -1.543
O -0.125 -2.613 -0.260
O -3.263 1.181 -0.155
S -2.285 0.514 0.684
H -0.069 -0.241 1.523
H 2.258 -0.129 1.358
H 1.781 1.288 0.410
H 2.235 0.045 -0.473
H -1.162 0.865 -2.315
```

energy relative to the best compared isomer or geometry (same formula, charge and spin) = 5.107 eV
gap between HOMO and LUMO (alpha / beta) = 6.2 / 6.2 eV
E_LUMO (alpha / beta) = -0.753 / -0.753 eV
E_HOMO (alpha / beta) = -6.99 / -6.99 eV

The following is a DFT calculation (ωB97M-V/def2-TZVPD) of a cluster of 2 separate species, C6H14O in total.

```
21
C6H14O ωB97M-V/def2-TZVPD
C 1.766 0.681 -0.487
C 0.400 0.821 -1.175
C -0.679 1.557 -0.336
C -0.691 1.247 1.156
C -1.451 -1.135 0.644
C -0.902 -0.239 1.473
H 1.639 0.321 0.532
H 2.461 1.545 -0.508
H 2.378 0.036 -1.169
H 0.622 1.268 -2.150
H 0.042 -0.193 -1.393
H -1.652 1.330 -0.779
H -0.423 2.581 -0.584
H -1.580 1.725 1.585
H 0.249 1.681 1.525
H -1.437 -1.098 -0.433
H -2.006 -1.962 1.114
H -0.698 -0.482 2.511
H 0.496 -3.750 -1.096
H 0.453 -2.641 0.007
O 1.013 -3.292 -0.435
```

energy relative to the best compared isomer or geometry (same formula, charge and spin) = 1.743 eV
gap between HOMO and LUMO = 10.7 eV
E_LUMO = 0.969 eV
E_HOMO = -9.74 eV
structure (SMILES) = C=CCCCC.O

The following is a DFT calculation (ωB97M-V/def2-TZVPD) of a structure of composition C11H21O22S2V.

```
57
C11H21O22S2V ωB97M-V/def2-TZVPD
O -0.499 1.247 0.513
V -2.037 1.415 0.068
O -2.263 3.388 4.134
C -1.562 3.368 2.956
O -2.067 2.719 2.004
O -0.415 3.861 2.893
H -2.928 2.735 3.848
O -6.417 1.950 -0.328
C -5.352 1.149 -0.109
O -5.555 -0.059 -0.375
O -4.198 1.577 0.188
H -6.934 1.214 -0.717
O -1.789 -1.015 -3.711
C -2.391 -0.932 -2.498
O -2.111 0.050 -1.748
O -3.169 -1.836 -2.161
H -1.259 -0.214 -3.803
O -2.624 -1.195 3.297
C -3.007 -1.289 1.982
O -2.392 -0.573 1.116
O -3.877 -2.099 1.643
H -1.900 -0.572 3.081
O -0.571 4.624 -2.477
C -0.650 3.937 -1.341
O 0.139 4.128 -0.388
O -1.646 3.163 -1.164
H -1.305 4.363 -3.044
O -0.495 -3.641 -2.219
S 0.358 -4.494 -1.431
O 0.989 -5.653 -2.039
O 1.589 -3.664 -0.716
C 1.610 -2.233 -0.440
C 0.570 -1.972 0.618
C -0.494 -5.079 0.103
H 1.433 -1.623 -1.329
H 2.621 -1.953 -0.144
H 0.545 -0.913 0.878
H 0.944 -2.417 1.548
H -0.426 -2.362 0.422
H -1.420 -4.542 0.320
H 0.171 -5.031 0.958
H -0.876 -6.071 -0.143
O 2.652 3.230 1.164
S 3.163 1.939 0.866
O 2.235 0.844 0.682
O 4.137 2.073 -0.428
C 4.773 0.870 -0.898
C 3.974 0.210 -2.014
C 4.479 1.479 2.066
H 5.129 0.208 -0.110
H 5.685 1.188 -1.411
H 3.718 0.856 -2.852
H 3.051 -0.200 -1.605
H 4.535 -0.623 -2.446
H 4.465 0.399 2.160
H 4.287 2.127 2.920
H 5.380 1.940 1.664
```

total charge = -3
gap between HOMO and LUMO (alpha / beta) = 5.1 / 5.1 eV
E_LUMO (alpha / beta) = 5.126 / 5.126 eV
E_HOMO (alpha / beta) = 0.03 / 0.04 eV
spin multiplicity = 2

The following is a DFT calculation (ωB97M-V/def2-TZVPD) of a structure of composition C41H24Br3F8GaNP2.

```
80
C41H24Br3F8GaNP2 ωB97M-V/def2-TZVPD
Ga -0.091 -0.022 0.023
F -3.892 4.691 3.853
C -3.151 3.672 3.514
C -2.607 2.846 4.487
F -2.830 3.078 5.756
C -1.822 1.770 4.096
F -1.304 0.991 5.037
C -1.567 1.486 2.759
P -0.438 0.137 2.407
C 1.130 0.533 3.175
C 1.789 1.680 2.718
C 2.975 2.072 3.309
C 3.506 1.321 4.356
C 2.845 0.193 4.819
C 1.648 -0.203 4.238
C -1.131 -1.405 3.009
C -0.352 -2.567 3.006
C -0.911 -3.774 3.386
C -2.248 -3.832 3.764
C -3.025 -2.682 3.774
C -2.473 -1.467 3.392
C -2.117 2.340 1.800
Br -1.824 2.131 -0.061
C -2.900 3.415 2.165
F -3.419 4.217 1.255
H 1.369 2.287 1.920
H 3.479 2.968 2.972
H 4.429 1.632 4.826
H 3.249 -0.371 5.649
H 1.117 -1.060 4.632
H 0.699 -2.536 2.744
H -0.305 -4.670 3.399
H -2.684 -4.778 4.058
H -4.058 -2.726 4.088
H -3.091 -0.579 3.399
F -3.870 -4.704 -3.856
C -3.126 -3.689 -3.510
C -2.546 -2.883 -4.478
F -2.737 -3.128 -5.750
C -1.759 -1.811 -4.080
F -1.211 -1.048 -5.017
C -1.536 -1.513 -2.740
P -0.410 -0.164 -2.375
C 1.167 -0.550 -3.131
C 1.819 -1.704 -2.688
C 3.023 -2.075 -3.257
C 3.580 -1.293 -4.267
C 2.923 -0.158 -4.720
C 1.707 0.215 -4.162
C -1.112 1.373 -2.983
C -0.355 2.551 -2.975
C -0.935 3.747 -3.360
C -2.270 3.780 -3.748
C -3.024 2.615 -3.763
C -2.452 1.413 -3.375
C -2.123 -2.347 -1.786
Br -1.884 -2.118 0.080
C -2.909 -3.417 -2.159
F -3.464 -4.200 -1.252
H 1.382 -2.335 -1.917
H 3.522 -2.978 -2.931
H 4.519 -1.584 -4.717
H 3.345 0.429 -5.524
H 1.182 1.077 -4.551
H 0.695 2.545 -2.709
H -0.346 4.654 -3.368
H -2.721 4.717 -4.046
H -4.056 2.639 -4.085
H -3.053 0.513 -3.384
Br 4.752 2.378 -1.734
C 3.949 1.002 -0.762
C 4.696 0.017 -0.124
C 4.036 -0.977 0.581
C 2.658 -0.964 0.634
N 1.940 -0.015 0.012
C 2.573 0.950 -0.671
H 5.777 0.033 -0.180
H 4.587 -1.760 1.084
H 2.110 -1.720 1.178
H 1.961 1.699 -1.157
```

energy relative to the best compared isomer or geometry (same formula, charge and spin) = 0.036 eV
total charge = +3
gap between HOMO and LUMO = 8.2 eV
E_LUMO = -8.839 eV
E_HOMO = -17.05 eV